Formula: C33H56BrCl2N3O3PS2
Source: the OMol25 dataset
Level of theory: ωB97M-V/def2-TZVPD

Positions of all 101 atoms, in Å:
C -2.900 4.567 0.067
C -2.463 3.618 -1.153
C -0.951 3.949 -1.458
C -0.165 2.788 -2.232
N 1.206 2.616 -1.700
C 1.365 1.460 -0.804
P 3.154 1.642 -0.091
C 3.117 2.910 1.337
C 4.244 2.521 -1.377
C 0.445 1.517 0.502
N -0.813 0.707 0.380
C -1.796 1.039 1.480
Cl -1.156 0.766 3.145
C -3.255 0.476 1.230
C -3.570 -0.923 1.867
Cl -4.415 1.670 1.996
C -0.597 -0.740 0.115
C 0.284 -1.508 1.141
C -0.338 -2.561 1.934
C 0.352 -3.418 2.911
C 1.802 -3.100 3.007
C 2.274 -2.005 2.166
N 1.610 -1.240 1.272
C 0.024 -0.814 -1.363
C 0.092 -2.311 -1.872
C 1.382 -3.113 -1.499
C 1.454 -4.505 -2.274
Br 1.314 -4.329 -4.232
C 1.354 0.035 -1.538
C 1.754 0.131 -3.075
O 3.169 0.320 -3.270
C 3.894 -0.862 -3.138
C 4.672 -1.089 -1.899
C 5.426 -2.332 -1.669
C 5.441 -3.407 -2.663
C 4.710 -3.170 -3.910
C 3.956 -1.926 -4.139
H -3.908 5.028 -0.084
H -2.132 5.392 0.147
H -2.868 4.037 1.059
H -3.137 3.921 -1.996
H -2.684 2.536 -0.946
H -0.386 4.286 -0.536
H -0.959 4.861 -2.126
H -0.043 3.182 -3.287
H -0.755 1.842 -2.337
H 1.525 3.482 -1.252
H 2.286 3.653 1.126
H 4.059 3.524 1.310
H 2.968 2.370 2.302
H 3.728 2.602 -2.372
H 5.233 2.003 -1.476
H 4.423 3.591 -1.054
H 0.103 2.576 0.690
H 1.000 1.210 1.422
H -1.282 1.075 -0.472
H -1.910 2.161 1.403
H -3.495 0.427 0.128
H -3.157 -1.086 2.891
H -3.308 -1.795 1.200
H -4.693 -0.979 1.972
H -1.557 -1.323 0.023
H -1.429 -2.754 1.772
H -0.130 -4.236 3.486
H 2.475 -3.672 3.687
H 3.366 -1.762 2.281
H -0.761 -0.303 -2.010
H -0.145 -2.300 -2.967
H -0.780 -2.848 -1.381
H 1.444 -3.401 -0.408
H 2.346 -2.590 -1.729
H 0.596 -5.130 -1.915
H 2.402 -5.057 -2.037
H 2.200 -0.558 -1.077
H 1.228 0.956 -3.617
H 1.478 -0.823 -3.619
H 4.730 -0.338 -1.076
H 5.983 -2.474 -0.716
H 6.001 -4.334 -2.416
H 4.731 -3.995 -4.665
H 3.398 -1.805 -5.096
C 1.914 -2.632 7.240
S 1.056 -4.217 7.287
O 1.174 -4.828 5.931
C -0.603 -3.527 7.425
H 2.979 -2.821 7.117
H 1.550 -2.037 6.400
H 1.747 -2.101 8.178
H -0.806 -2.875 6.573
H -0.687 -2.966 8.356
H -1.318 -4.349 7.432
C -7.275 3.336 -3.875
S -6.317 3.838 -2.435
O -5.044 3.055 -2.449
C -7.402 3.078 -1.214
H -6.755 3.677 -4.770
H -7.367 2.249 -3.900
H -8.262 3.797 -3.834
H -7.486 2.007 -1.406
H -8.386 3.547 -1.259
H -6.972 3.236 -0.225

total charge = +1
gap between HOMO and LUMO = 8.03 eV
2S+1 = 1

Atom charges from the Mulliken analysis, given in e for atoms 1 to 6: -1.25, 0.25, -0.80, -0.73, 0.07, 0.87


Formula: C33H57AlClN2O2Si
Source: the OMol25 dataset
Level of theory: ωB97M-V/def2-TZVPD

Positions of all 97 atoms, in Å:
O 0.590 1.925 0.500
O -0.625 5.567 -0.553
C 0.534 2.363 1.928
C 1.739 1.918 2.716
H -0.386 1.928 2.336
H 0.419 3.452 1.905
H 1.900 0.836 2.640
H 1.564 2.156 3.771
H 2.655 2.426 2.405
C 1.852 2.252 -0.182
C 2.101 3.745 -0.208
H 1.786 1.827 -1.197
H 2.651 1.709 0.344
H 1.232 4.339 -0.521
H 2.913 3.939 -0.919
H 2.446 4.115 0.767
C -1.007 5.921 -1.902
C -0.331 6.721 0.261
C 0.074 5.598 -2.909
H -1.254 7.000 -1.959
H -1.926 5.361 -2.128
H 0.997 6.138 -2.680
H -0.264 5.905 -3.902
H 0.281 4.525 -2.940
C 0.848 7.542 -0.227
H -0.148 6.330 1.271
H -1.232 7.363 0.305
H 1.726 6.924 -0.426
H 1.114 8.265 0.547
H 0.590 8.100 -1.131
H -0.924 3.566 0.150
N 1.046 -1.251 -0.010
C 0.681 -2.420 -0.603
C -0.372 -2.518 -1.508
C -1.003 -1.478 -2.169
C 1.519 -3.637 -0.359
H 1.721 -3.806 0.707
H 2.481 -3.573 -0.890
H 0.984 -4.507 -0.751
C -1.724 -1.753 -3.453
H -1.371 -1.124 -4.283
H -2.811 -1.622 -3.361
H -1.544 -2.796 -3.738
N -0.995 -0.210 -1.687
C 2.366 -1.203 0.577
C 2.536 -1.476 1.947
C 1.391 -1.902 2.813
C 3.817 -1.371 2.502
H 3.933 -1.551 3.572
C 4.916 -1.073 1.694
H 5.908 -0.979 2.141
C 4.751 -0.923 0.320
H 5.607 -0.736 -0.336
C 3.486 -1.021 -0.260
C 3.353 -0.976 -1.751
C -1.671 0.814 -2.449
C -3.044 1.032 -2.244
C -3.826 0.173 -1.298
C -3.667 2.080 -2.933
H -4.728 2.260 -2.762
C -2.935 2.868 -3.828
H -3.427 3.691 -4.346
C -1.601 2.573 -4.089
H -1.040 3.140 -4.840
C -0.957 1.517 -3.437
C 0.454 1.155 -3.788
Al -0.305 0.065 0.014
H 0.771 -1.048 3.121
H 1.796 -2.363 3.725
H 0.737 -2.643 2.334
H 2.490 -0.389 -2.094
H 3.284 -1.981 -2.197
H 4.254 -0.505 -2.166
H -4.788 0.648 -1.068
H -3.304 0.020 -0.342
H -4.028 -0.822 -1.722
H 0.609 0.071 -3.879
H 1.176 1.542 -3.053
H 0.721 1.608 -4.754
H -0.583 -3.522 -1.880
C -1.954 3.097 0.066
Si -3.379 4.200 0.702
H -2.074 2.850 -1.000
H -1.970 2.161 0.652
C -2.955 5.008 2.352
C -4.903 3.110 0.895
C -3.958 5.610 -0.415
H -4.836 6.084 0.056
H -4.264 5.237 -1.403
H -3.196 6.391 -0.559
H -2.862 4.250 3.142
H -3.763 5.697 2.643
H -2.020 5.582 2.301
H -4.648 2.125 1.310
H -5.397 2.962 -0.077
H -5.617 3.602 1.575
Cl -1.659 -0.272 1.613

total charge = +1
gap between HOMO and LUMO = 8.87 eV
2S+1 = 1

Atom charges from the Mulliken analysis, given in e for atoms 1 to 6: 1.29, 0.04, -0.54, -1.13, 0.61, 0.16


Formula: C33H57BrCeN2O2Si
Source: the OMol25 dataset
Level of theory: ωB97M-V/def2-TZVPD

Positions of all 97 atoms, in Å:
O 2.113 1.873 -0.806
O 4.204 0.840 -1.148
C 1.637 2.730 -1.911
C 0.602 3.749 -1.504
H 1.234 2.047 -2.672
H 2.517 3.215 -2.356
H -0.281 3.285 -1.052
H 0.262 4.285 -2.399
H 0.981 4.519 -0.822
C 2.079 2.466 0.562
C 3.257 3.352 0.848
H 2.037 1.598 1.228
H 1.118 2.985 0.636
H 4.215 2.832 0.721
H 3.201 3.679 1.892
H 3.235 4.260 0.236
C 3.765 -0.506 -0.679
C 4.698 0.838 -2.550
C 3.596 -0.421 0.811
H 4.547 -1.208 -0.983
H 2.817 -0.723 -1.195
H 4.199 0.385 1.257
H 3.910 -1.365 1.263
H 2.532 -0.296 1.042
C 6.064 1.470 -2.554
H 3.950 1.390 -3.133
H 4.751 -0.207 -2.884
H 6.042 2.492 -2.160
H 6.427 1.492 -3.577
H 6.770 0.887 -1.955
H 3.322 1.459 -0.989
N -2.796 0.738 1.723
C -3.675 0.179 2.581
C -3.737 -1.203 2.801
C -2.842 -2.191 2.339
C -4.591 1.076 3.361
H -4.999 1.874 2.728
H -4.071 1.531 4.216
H -5.420 0.473 3.746
C -2.775 -3.490 3.102
H -1.799 -3.638 3.589
H -2.971 -4.360 2.457
H -3.541 -3.450 3.885
N -2.072 -2.042 1.246
C -2.334 2.081 1.800
C -2.719 3.008 0.809
C -3.578 2.578 -0.356
C -2.261 4.322 0.920
H -2.578 5.060 0.178
C -1.398 4.683 1.952
H -1.038 5.708 2.029
C -0.983 3.739 2.889
H -0.296 4.017 3.688
C -1.433 2.427 2.823
C -0.970 1.396 3.802
C -1.037 -2.989 0.950
C -1.264 -3.976 -0.030
C -2.639 -4.189 -0.580
C -0.180 -4.718 -0.501
H -0.355 -5.439 -1.300
C 1.097 -4.528 0.031
H 1.945 -5.092 -0.360
C 1.285 -3.638 1.092
H 2.266 -3.519 1.556
C 0.220 -2.890 1.591
C 0.429 -1.963 2.749
Ce -2.514 -0.307 -0.339
H -2.975 2.162 -1.202
H -4.106 3.439 -0.791
H -4.366 1.850 -0.077
H -0.644 0.473 3.306
H -1.745 1.130 4.536
H -0.113 1.777 4.373
H -2.625 -5.076 -1.225
H -3.006 -3.348 -1.192
H -3.374 -4.362 0.219
H -0.421 -1.957 3.443
H 0.608 -0.929 2.417
H 1.320 -2.276 3.315
H -4.455 -1.532 3.552
C -0.998 -0.943 -1.764
Si -0.356 -1.536 -3.400
H -0.482 -1.564 -0.974
H -0.564 0.102 -1.662
C 0.169 -0.085 -4.447
C -1.722 -2.532 -4.168
C 1.165 -2.577 -3.040
H 1.258 -3.367 -3.795
H 1.086 -3.054 -2.054
H 2.086 -1.974 -3.050
H -0.673 0.598 -4.609
H 0.514 -0.449 -5.420
H 0.991 0.468 -3.972
H -2.672 -2.001 -4.014
H -1.791 -3.517 -3.684
H -1.546 -2.669 -5.245
Br -4.740 -0.919 -1.709

total charge = +1
gap between HOMO and LUMO (spin up / spin down) = 7.78 / 7.90 eV
2S+1 = 2
relative energy (zero: lowest compared OMol25 entry of this formula, charge and spin) = 302.5 kJ/mol

Atom charges from the Mulliken analysis, given in e for atoms 1 to 6: 0.04, 0.03, 0.22, -1.67, -0.19, 0.47


Formula: C33H57FIrN2O2Si
Source: the OMol25 dataset
Level of theory: ωB97M-V/def2-TZVPD

Positions of all 97 atoms, in Å:
O 0.735 -2.371 -0.951
O -1.329 -1.842 -3.656
C 1.971 -2.579 -1.633
C 2.958 -3.383 -0.814
H 2.414 -1.614 -1.871
H 1.756 -3.070 -2.603
H 3.171 -2.916 0.164
H 3.920 -3.436 -1.340
H 2.587 -4.396 -0.652
C -0.211 -3.476 -0.946
C -0.133 -4.479 -2.090
H -1.187 -3.002 -0.922
H -0.076 -3.996 0.024
H -0.413 -4.010 -3.044
H -0.867 -5.279 -1.938
H 0.859 -4.899 -2.175
C -2.723 -1.710 -3.381
C -0.822 -1.176 -4.809
C -3.381 -3.059 -3.527
H -3.223 -0.955 -4.022
H -2.781 -1.397 -2.333
H -3.312 -3.392 -4.564
H -4.430 -2.999 -3.228
H -2.898 -3.820 -2.906
C -1.072 -1.997 -6.055
H 0.251 -1.090 -4.615
H -1.256 -0.165 -4.923
H -0.737 -3.027 -5.919
H -0.532 -1.553 -6.897
H -2.139 -2.022 -6.276
H 0.732 -1.155 0.690
N 1.490 1.278 1.936
C 1.489 2.466 2.561
C 0.343 3.268 2.564
C -0.948 2.816 2.266
C 2.748 2.916 3.248
H 3.634 2.832 2.604
H 2.940 2.356 4.172
H 2.623 3.968 3.516
C -2.152 3.712 2.425
H -2.796 3.387 3.251
H -2.752 3.742 1.503
H -1.813 4.733 2.634
N -1.139 1.530 1.866
C 2.554 0.314 2.159
C 3.579 0.155 1.201
C 3.584 0.899 -0.098
C 4.651 -0.694 1.498
H 5.432 -0.804 0.750
C 4.736 -1.334 2.731
H 5.580 -1.974 2.952
C 3.716 -1.183 3.670
H 3.763 -1.672 4.634
C 2.614 -0.371 3.401
C 1.515 -0.261 4.413
C -2.378 0.862 2.206
C -3.289 0.491 1.184
C -2.935 0.648 -0.251
C -4.570 0.078 1.562
H -5.270 -0.148 0.763
C -4.945 0.007 2.897
H -5.957 -0.308 3.168
C -4.025 0.302 3.895
H -4.307 0.244 4.949
C -2.743 0.739 3.582
C -1.807 1.096 4.692
Ir 0.176 1.035 0.437
H 3.686 0.202 -0.946
H 4.437 1.594 -0.142
H 2.659 1.492 -0.225
H 1.368 0.777 4.743
H 1.793 -0.863 5.294
H 0.566 -0.672 4.022
H -3.528 -0.042 -0.860
H -1.871 0.404 -0.434
H -3.129 1.665 -0.622
H -0.824 0.636 4.577
H -2.240 0.737 5.631
H -1.674 2.181 4.773
H 0.457 4.286 2.926
C 0.404 0.241 -1.261
Si 0.362 2.090 -1.729
H 1.388 -0.142 -1.572
H -0.424 -0.290 -1.762
C 1.582 2.010 -3.236
C 0.978 3.652 -0.834
C -1.277 2.550 -2.581
H -1.780 1.654 -2.969
H -1.100 3.222 -3.439
H -1.976 3.066 -1.906
H 2.565 1.626 -2.919
H 1.746 3.003 -3.691
H 1.187 1.341 -4.014
H 1.917 3.515 -0.288
H 0.247 4.073 -0.135
H 1.170 4.417 -1.600
F 0.143 -1.283 1.469

total charge = +1
gap between HOMO and LUMO (spin up / spin down) = 7.33 / 6.47 eV
2S+1 = 5
relative energy (zero: lowest compared OMol25 entry of this formula, charge and spin) = 0.0 kJ/mol

Atom charges from the Mulliken analysis, given in e for atoms 1 to 6: 0.12, 0.13, -0.25, -1.35, 0.17, 0.44


| no. | molecular weight (g mol⁻¹) |
| --- | --- |
| 1 | 788.747 |
| 2 | 604.352 |
| 3 | 761.937 |
| 4 | 753.132 |